# 1
The following is a quantum chemistry calculation of a molecular structure, C24H23F3MnN3O6PSTe at a distorted geometry, from OMol25.

Calculated values
- 2S+1 = 2
- F_max (hartree/bohr) = 0.02027
- electronic energy (eV) = -108912.5302
- LUMO level (alpha / beta) (eV) = 4.1239 / 4.1236
- expectation value of S² = 1.1414
- gap between HOMO and LUMO (alpha / beta) (eV) = 5.65 / 5.43
- charge = -2

Each line ends with the Mulliken spin population.
Element x y z (Å)
Mn -0.08423 0.78613 0.10147  0.97
O 0.66133 3.14683 3.76328  0.00
C -0.59030 3.59178 3.94693  0.00
C -0.85971 4.32868 5.10710  0.00
C -2.13026 4.81344 5.35135  0.00
C -3.16311 4.57806 4.44767  0.00
C -2.89528 3.84943 3.30044  0.00
C -1.62545 3.34832 3.02883  0.00
C -1.36466 2.56227 1.77666  -0.01
O -0.13607 2.18852 1.56843  0.03
N -2.37288 2.31653 0.99242  0.01
N -1.87765 1.64210 -0.14331  0.00
C -2.67432 1.55610 -1.15049  0.00
C -2.18496 1.24046 -2.48352  0.00
C -3.10746 1.10091 -3.52178  0.00
C -2.72357 1.01344 -4.84568  0.00
C -1.35151 1.09352 -5.13101  0.00
C -0.41416 1.23365 -4.13755  0.00
C -0.77482 1.30092 -2.75181  -0.01
O 0.14039 1.43898 -1.86795  0.03
H 0.63821 2.65274 2.89732  0.00
H -0.04482 4.49867 5.79895  0.00
H -2.32047 5.37823 6.25836  0.00
H -4.16021 4.95543 4.63667  0.00
H -3.67119 3.64478 2.57464  0.00
H -3.71471 1.86693 -1.02674  0.00
H -4.16334 1.07474 -3.26491  0.00
H -3.45636 0.89991 -5.63528  0.00
H -1.01847 1.03804 -6.16407  0.00
H 0.64523 1.27347 -4.35971  0.00
F 0.70489 -1.30470 5.02081  0.00
C 1.59164 -1.95702 4.25780  0.00
F 2.64163 -2.23702 5.08427  0.00
F 1.04999 -3.15576 3.96077  0.00
C 2.03280 -1.19130 3.04429  0.00
C 3.37926 -0.96293 2.84590  0.00
C 3.82111 -0.24507 1.73881  0.00
C 2.85433 0.21073 0.86243  0.01
N 1.55881 -0.02611 1.02543  -0.02
C 1.07903 -0.71355 2.10125  0.00
S -0.61550 -0.89714 2.17198  -0.01
H 4.09376 -1.33789 3.56614  0.00
H 4.86841 -0.05571 1.55579  0.00
H 3.11773 0.75875 -0.03544  0.00
C 2.90621 -4.26685 0.06316  0.00
C 1.89610 -4.25390 -1.06671  0.00
O 0.93958 -3.24879 -0.80303  0.00
P 0.65219 -1.95687 -1.73631  0.00
O -0.24245 -1.12276 -0.89604  0.00
Te 2.73561 -1.19997 -2.61720  0.00
O -0.27890 -2.55893 -2.91572  0.00
C 0.14966 -3.00924 -4.18768  0.00
C -0.99278 -2.80774 -5.15996  0.00
H 3.56935 -5.13246 -0.01976  0.00
H 2.39460 -4.30363 1.02483  0.00
H 3.50475 -3.35609 0.02668  0.00
H 1.36190 -5.20798 -1.13229  0.00
H 2.40055 -4.07070 -2.02269  0.00
H 0.41742 -4.07161 -4.11871  0.00
H 1.04132 -2.45925 -4.49933  0.00
H -1.88597 -3.33036 -4.81546  0.00
H -0.72028 -3.19379 -6.14545  0.00
H -1.23195 -1.74737 -5.24524  0.00



# 2
The following is a quantum chemistry calculation of a molecular structure, C5H7NO3 at a distorted geometry, from OMol25.

Calculated values
- F_max (hartree/bohr) = 0.16275
- electronic energy (eV) = -12922.8372
- energy relative to the best compared isomer or geometry (same formula, charge and spin) (kcal/mol) = 215.5
- LUMO level (eV) = -0.3015
- gap between HOMO and LUMO (eV) = 9.89

Each line ends with the natural charge from an NBO analysis.
Element x y z (Å)
C 0.42399 -0.58414 1.01150  0.07
C 0.66686 0.67641 0.27961  -0.13
C -0.30698 0.80801 -0.72307  0.70
C -0.76277 -1.63109 -0.88202  -0.29
C -0.97556 -1.06926 0.39985  -0.16
H 1.96473 -2.09219 1.83875  0.48
H 0.33802 -0.25824 2.16080  0.24
H 1.66338 0.69379 -0.23966  0.23
H 0.71983 2.61443 0.09042  0.51
H -1.37709 -2.55708 -1.30854  0.23
H 0.35942 -2.13745 -1.26545  0.26
H -1.87542 -1.49001 0.85994  0.24
N -1.49520 -0.23271 -0.85067  -0.37
O 1.51575 -1.66130 0.66148  -0.73
O 0.44087 1.92267 1.09175  -0.70
O -0.15659 1.94566 -1.34034  -0.58



# 3
The following is a quantum chemistry calculation of a single C3H9NOS molecule at a distorted geometry, from OMol25.

Calculated values
- F_max (hartree/bohr) = 0.08934
- electronic energy (eV) = -17627.9664
- energy relative to the best compared isomer or geometry (same formula, charge and spin) (kcal/mol) = 51.6
- LUMO level (eV) = 0.8376
- gap between HOMO and LUMO (eV) = 9.55
- SMILES string = N[C@H](CO)CS

Each line ends with the natural charge from an NBO analysis.
Element x y z (Å)
N -1.39636 0.11911 -0.12954  -0.89
C 0.06380 0.45927 -0.06208  -0.09
C 0.77242 -0.62572 -0.98542  -0.08
O 0.54975 -0.42848 -2.39814  -0.76
C 0.42051 -0.17148 1.37460  -0.50
S -0.16803 1.03042 2.68380  -0.08
H -1.58661 -0.85105 0.14727  0.37
H -1.91975 0.60005 -0.84277  0.39
H 0.26404 1.52403 -0.01530  0.22
H 0.11532 -1.48105 -0.80271  0.19
H 1.88037 -0.65037 -0.95011  0.18
H 0.79923 0.43124 -2.81773  0.47
H 1.49072 -0.29219 1.50096  0.22
H 0.02984 -1.19228 1.21195  0.19
H -1.31525 1.52851 2.08524  0.15



# 4
The following is a quantum chemistry calculation of 2 unconnected molecules or ions with the total composition C4H7NOS at a distorted geometry, from OMol25.

Calculated values
- F_max (hartree/bohr) = 0.10560
- electronic energy (eV) = -18630.3180
- energy relative to the best compared isomer or geometry (same formula, charge and spin) (kcal/mol) = 97.6
- LUMO level (alpha / beta) (eV) = -0.2590 / 0.3459
- gap between HOMO and LUMO (alpha / beta) (eV) = 6.82 / 7.75

Each line ends with the natural charge from an NBO analysis.
Element x y z (Å)
C -1.73965 1.62163 -0.15027  -0.34
C -1.49302 0.34046 0.22834  -0.28
C 1.85637 0.50853 0.11407  0.63
C -0.85856 -0.59377 -0.62154  -0.35
N 2.48003 -0.58285 0.32238  -0.82
O 1.95103 1.69267 0.16184  -0.54
S -0.31692 -2.18071 -0.05145  -0.02
H -2.38821 2.32695 0.33497  0.21
H -1.31026 1.76928 -1.12591  0.18
H -2.13004 -0.03326 1.00282  0.20
H -0.38935 -0.22599 -1.55592  0.22
H 2.17565 -1.47630 0.27835  0.41
H 3.51317 -0.55990 0.39182  0.36
H -1.35025 -2.60674 0.67051  0.13